Here is an isolated molecule of CH4N2O4 from the OMol25 dataset. Energies are from ωB97M-V/def2-TZVPD.

XYZ file:
```
11
Properties=species:S:1:pos:R:3:forces:R:3
O -0.654717 1.618311 0.815919 0.035 -0.347 -0.047
O -0.862829 -0.698421 1.140599 0.419 0.427 0.650
O 1.159036 0.330649 1.054806 -0.080 0.012 0.028
O -1.425177 -0.642075 -0.639540 -0.162 -0.098 -1.304
N 0.764964 -0.841333 -1.365328 0.116 0.118 -0.222
N -0.276801 -0.077359 -0.862257 -0.305 -0.099 1.316
C -0.124952 0.361920 0.621027 0.246 0.050 -0.434
H 0.436217 -1.332171 -2.187898 -0.027 -0.007 0.089
H 1.138463 -1.480689 -0.664298 -0.184 0.055 -0.021
H 1.460753 1.234885 1.220803 -0.091 -0.084 -0.032
H -1.614957 1.526283 0.866168 0.034 -0.028 -0.021
```
Positions in Å, forces in eV/Å.

Results
E_LUMO (alpha / beta) (eV): -1.12 / -1.06
Net charge: 0
HOMO energy (alpha / beta) (Eh): -0.3792 / -0.3607
HOMO-LUMO gap (alpha / beta) (Eh): 0.33790 / 0.32159

---

Here is an isolated molecule of CH4N2OS from the OMol25 dataset. Energies are from ωB97M-V/def2-TZVPD.

XYZ file:
```
9
Properties=species:S:1:pos:R:3:forces:R:3
S -0.432161 2.019964 -2.376680 0.480 0.303 -1.052
O 0.376195 0.065909 -0.702608 -0.853 2.154 -1.434
N -0.102808 -0.850442 0.260214 -1.354 -2.257 0.056
N 0.617378 -0.816416 1.538619 -0.139 -1.557 -4.212
C -0.627211 1.006966 -1.199251 0.313 -1.673 3.766
H 0.060716 -1.773305 -0.237511 0.023 1.462 1.235
H 0.080544 -0.160786 2.024098 0.048 1.590 1.184
H 1.527790 -0.570630 1.166303 0.465 0.670 1.399
H -1.500443 1.078741 -0.473184 1.017 -0.691 -0.942
```
Positions in Å, forces in eV/Å.

Results
E_LUMO (eV): 0.08
Net charge: 0
HOMO energy (Eh): -0.3415
SMILES: NNOC=S
HOMO-LUMO gap (Eh): 0.34437

---

Here is a 2-piece molecular cluster, CH4N2OS overall from the OMol25 dataset. Energies are from ωB97M-V/def2-TZVPD.

XYZ file:
```
9
Properties=species:S:1:pos:R:3:forces:R:3
S 2.572800 0.586990 -0.030981 -0.865 0.671 -0.062
O 3.925017 -0.150127 -0.411558 1.592 -1.359 1.736
N -1.279817 0.601853 -0.573214 2.671 -3.503 -1.403
N 4.652950 -0.678235 0.567773 -1.208 0.737 -1.483
C -2.160773 0.375640 0.281179 -1.171 1.532 1.407
H -2.340710 -0.319511 1.096523 0.705 -1.212 -0.483
H -2.882512 1.174400 0.420570 -0.266 0.418 -0.236
H -0.581647 -0.300591 -0.708233 -1.910 2.765 0.720
H 5.362123 -1.166369 0.025297 0.451 -0.050 -0.196
```
Positions in Å, forces in eV/Å.

Results
E_LUMO (eV): -2.05
Net charge: 0
HOMO energy (Eh): -0.3448
HOMO-LUMO gap (Eh): 0.26954

---

Here is CH4N2OS as an isolated structure from the OMol25 dataset. Energies are from ωB97M-V/def2-TZVPD.

XYZ file:
```
9
Properties=species:S:1:pos:R:3:forces:R:3
S -1.407110 -0.723091 0.870403 -2.861 0.858 0.773
O 2.382064 -0.213945 0.166822 0.695 -0.452 0.522
N 0.000343 -0.306096 1.461860 3.204 4.382 -3.037
N 0.995431 1.442333 -0.475727 -3.055 0.373 0.250
C 1.363079 0.371951 0.192241 -2.548 -1.329 2.028
H 1.733469 1.972809 -0.842811 0.735 0.843 -0.907
H -0.006949 1.745635 -0.543669 1.768 -0.440 0.401
H 0.693204 -0.871813 1.792951 1.411 -2.685 1.331
H -1.249596 -1.648495 -0.008054 0.651 -1.550 -1.362
```
Positions in Å, forces in eV/Å.

Results
E_LUMO (eV): 0.53
Net charge: 0
HOMO energy (Eh): -0.3058
HOMO-LUMO gap (Eh): 0.32547

---

Here is an isolated molecule of CH4N2OS from the OMol25 dataset. Energies are from ωB97M-V/def2-TZVPD.

XYZ file:
```
9
Properties=species:S:1:pos:R:3:forces:R:3
S 1.403732 -0.380965 0.057198 0.108 -1.091 0.087
O -1.093407 -1.159407 -0.227891 -0.882 -1.145 2.351
N -1.636010 0.077442 0.207261 1.509 0.145 -0.293
N 0.586385 1.064031 -0.065133 -1.255 0.444 -0.145
C -0.677536 1.106141 -0.016249 -0.751 -0.160 0.189
H -2.504747 0.176388 -0.285432 -0.269 0.525 -0.246
H -1.182546 2.056253 -0.056384 0.039 0.512 -0.073
H 2.529876 0.164197 -0.294707 1.171 0.425 -0.027
H -1.142438 -1.653307 0.647075 0.331 0.345 -1.844
```
Positions in Å, forces in eV/Å.

Results
E_LUMO (eV): 0.79
Net charge: 0
HOMO energy (Eh): -0.3039
SMILES: ON/C=N\S
HOMO-LUMO gap (Eh): 0.33289

---

Here is CH4N2OS as an isolated structure from the OMol25 dataset. Energies are from ωB97M-V/def2-TZVPD.

XYZ file:
```
9
Properties=species:S:1:pos:R:3:forces:R:3
S -1.574650 -1.329063 -1.436471 -1.869 -0.484 0.136
O -1.528491 0.513291 -0.318566 0.087 0.700 0.944
N -0.487037 -1.286604 -2.508357 2.138 -0.104 0.472
N -0.858335 0.448675 0.789793 2.043 -0.834 -1.852
C 0.414799 0.154173 0.844126 -2.114 0.724 -4.059
H -0.596262 -0.459232 -3.061755 -0.622 0.225 -1.281
H 0.745764 -0.056830 1.778020 1.559 -0.447 2.477
H 0.922827 0.035978 -0.183708 -0.700 0.117 2.100
H -1.398719 0.546697 1.618600 -0.523 0.103 1.062
```
Positions in Å, forces in eV/Å.

Results
E_LUMO (alpha / beta) (eV): -0.42 / -0.42
Net charge: 0
HOMO energy (alpha / beta) (Eh): -0.2593 / -0.2592
HOMO-LUMO gap (alpha / beta) (Eh): 0.24399 / 0.24389

---

Here is an isolated molecule of CH4N2OS from the OMol25 dataset. Energies are from ωB97M-V/def2-TZVPD.

XYZ file:
```
9
Properties=species:S:1:pos:R:3:forces:R:3
S -0.249945 0.035579 -1.926203 0.418 0.180 0.542
O -0.703265 1.384481 0.753575 0.051 0.006 0.168
N 0.616633 -0.614567 -0.564975 0.382 -0.443 -1.585
N -0.653829 0.115008 1.334009 1.325 -1.466 -0.194
C 0.050467 -0.748467 0.672398 -1.732 1.584 0.700
H 0.176862 -1.696612 1.147899 -0.013 -0.477 0.343
H 1.067423 -1.461823 -0.907270 -0.044 0.337 0.558
H -0.870099 1.892968 1.558388 -0.160 0.219 -0.404
H 0.565754 1.093434 -2.067821 -0.228 0.061 -0.127
```
Positions in Å, forces in eV/Å.

Results
E_LUMO (eV): 0.69
Net charge: 0
HOMO energy (Eh): -0.3272
SMILES: O/N=C\NS
HOMO-LUMO gap (Eh): 0.35236

---

Here is CH4N2OS as an isolated structure from the OMol25 dataset. Energies are from ωB97M-V/def2-TZVPD.

XYZ file:
```
9
Properties=species:S:1:pos:R:3:forces:R:3
S 1.900841 -0.184454 -0.149058 -0.484 2.347 0.066
O 0.846465 1.625713 0.326508 1.818 -1.269 0.473
N -0.327530 1.856156 -0.210095 -0.844 0.026 -0.570
N 0.888044 -1.356518 -0.081668 -0.701 -1.072 0.037
C -0.287906 -1.640940 0.285587 0.068 0.257 0.045
H -0.331317 1.996976 -1.217620 0.024 -0.163 0.158
H -0.961062 -0.920396 0.741274 -0.003 0.110 -0.008
H -1.079104 1.272953 0.143127 0.102 0.022 -0.203
H -0.648433 -2.649487 0.161947 0.020 -0.259 0.002
```
Positions in Å, forces in eV/Å.

Results
E_LUMO (alpha / beta) (eV): -0.21 / -0.29
Net charge: 0
HOMO energy (alpha / beta) (Eh): -0.2940 / -0.3115
HOMO-LUMO gap (alpha / beta) (Eh): 0.28619 / 0.30089

---

Here is a 2-piece molecular cluster, CH4N2OS overall from the OMol25 dataset. Energies are from ωB97M-V/def2-TZVPD.

XYZ file:
```
9
Properties=species:S:1:pos:R:3:forces:R:3
S 1.774866 -0.073166 0.350234 1.991 1.271 2.680
O -1.540098 -0.911496 1.248385 -0.064 -1.245 2.119
N -1.965945 0.441421 -0.612111 -2.214 0.342 0.521
N 0.747816 -0.149729 -0.748005 -2.027 -0.383 -2.175
C -1.754981 -0.239567 0.345038 0.785 0.800 -1.876
H 0.940348 -0.965696 -1.292092 -0.022 -0.659 -0.351
H 1.198344 -0.113181 1.684272 0.284 0.313 -1.249
H 1.933880 1.300015 0.334021 0.267 -0.628 0.973
H -1.334231 0.711401 -1.309743 1.000 0.190 -0.642
```
Positions in Å, forces in eV/Å.

Results
E_LUMO (eV): 0.43
Net charge: 0
HOMO energy (Eh): -0.3445
HOMO-LUMO gap (Eh): 0.36028

---

Here is an isolated molecule of CH4N2OS2 from the OMol25 dataset. Energies are from ωB97M-V/def2-TZVPD.

XYZ file:
```
10
Properties=species:S:1:pos:R:3:forces:R:3
S -2.793851 -0.051857 -0.045987 0.507 0.213 3.565
S 2.779237 -0.055706 0.175682 -0.521 -0.362 -2.740
O 0.034985 1.432692 -0.091350 -0.710 1.481 0.524
N -1.130395 -0.554377 -0.042233 -3.697 -1.635 0.113
N 1.152517 -0.602239 -0.113384 -0.152 -0.454 0.036
C -0.062039 0.260155 -0.033452 3.940 -2.378 -1.183
H -3.092292 -0.018867 1.583509 0.750 -0.067 -3.639
H 1.013349 -1.630292 -0.302528 0.391 1.820 0.519
H 3.381168 0.035667 -1.236914 -1.442 -0.099 2.596
H -1.130895 -1.591662 -0.098363 0.933 1.480 0.207
```
Positions in Å, forces in eV/Å.

Results
E_LUMO (eV): 0.08
Net charge: 0
HOMO energy (Eh): -0.3465
SMILES: O=C(NS)NS
HOMO-LUMO gap (Eh): 0.34953

---

Here is a 2-piece molecular cluster, CH4N2S overall from the OMol25 dataset. Energies are from ωB97M-V/def2-TZVPD.

XYZ file:
```
8
Properties=species:S:1:pos:R:3:forces:R:3
S -2.739682 0.031761 0.139766 0.616 0.253 0.060
N 1.567886 0.181394 0.347757 -4.954 -3.424 1.184
N -0.198562 0.543563 -0.323197 4.852 -0.088 1.167
C -1.126216 -0.340570 0.025729 -2.348 2.491 -0.136
H -0.228299 1.560201 -0.108764 -0.607 -1.282 -0.060
H -0.972781 -1.358081 0.078628 1.483 -2.018 0.098
H 2.135879 0.316709 -0.413919 1.440 1.295 -2.994
H 1.561774 -0.934976 0.254003 -0.482 2.773 0.681
```
Positions in Å, forces in eV/Å.

Results
E_LUMO (alpha / beta) (eV): -0.76 / -0.75
Net charge: 0
HOMO energy (alpha / beta) (Eh): -0.3169 / -0.3169
HOMO-LUMO gap (alpha / beta) (Eh): 0.28911 / 0.28914

---

Here is a 2-piece molecular cluster, CH4N2S2 overall from the OMol25 dataset. Energies are from ωB97M-V/def2-TZVPD.

XYZ file:
```
9
Properties=species:S:1:pos:R:3:forces:R:3
S 2.487438 -0.389839 -0.400810 -0.693 -2.166 -0.041
S -3.043701 0.008263 0.059611 -1.709 0.226 0.067
N 1.449716 0.489530 0.464943 -0.769 1.620 -0.232
N -0.622986 0.200545 -0.471554 0.964 1.790 -1.662
C -1.478565 -0.276690 0.382477 0.050 0.887 -1.000
H -1.137351 -0.961829 1.100170 0.585 -0.885 1.001
H 1.780851 -1.555581 -0.056978 1.352 0.635 -0.416
H -0.899090 1.078658 -1.058685 0.135 -2.013 1.494
H 1.463692 1.406939 -0.019178 0.085 -0.094 0.790
```
Positions in Å, forces in eV/Å.

Results
E_LUMO (alpha / beta) (eV): -1.78 / -0.70
Net charge: 0
HOMO energy (alpha / beta) (Eh): -0.3073 / -0.3263
HOMO-LUMO gap (alpha / beta) (Eh): 0.24193 / 0.30055

---

Computed DFT total energy (eV) in order:
-12266.2019 -16961.1616 -16958.6480 -16962.6811 -16962.0538 -16959.7535 -16962.3043 -16960.4513 -16962.1416 -27798.0644 -14913.7910 -25748.1762
Computed energy above the lowest of the compared OMol25 structures with the same formula, charge and spin (kcal per mole) in order:
76.8 92.9 150.8 57.8 72.3 125.3 66.5 109.3 70.3 42.4 87.9 99.5